Record 1
# C6H6F2O

The molecule C6H6F2O in a non-equilibrium geometry (wB97M-V/def2-TZVPD, the OMol25 dataset).

Positions of all 15 atoms, in Å:
1 O -2.977 1.084 -1.823
2 C -2.024 0.726 -1.249
3 C -0.864 0.460 -0.653
4 C -0.883 0.155 0.925
5 C 0.380 -0.675 1.229
6 C 1.412 -0.432 0.119
7 F 1.828 -1.629 -0.460
8 F 2.520 0.255 0.499
9 C 0.592 0.255 -1.069
10 H -1.082 1.179 1.397
11 H -1.750 -0.427 1.076
12 H 0.814 -0.246 2.171
13 H 0.120 -1.745 1.162
14 H 1.062 1.323 -1.376
15 H 0.852 -0.283 -1.948

The calculation puts the energy relative to the best compared isomer or geometry (same formula, charge and spin) at 35.2 kcal/mol. As for the SMILES: O=C=C1CCC(F)(F)C1.

=====

Record 2
# C28H51Br2F3GaI2O6

A structure of composition C28H51Br2F3GaI2O6 (wB97M-V/def2-TZVPD, the OMol25 dataset).

Positions of all 93 atoms, in Å:
1 C 3.629 -1.058 1.515
2 C 4.596 -0.806 2.676
3 C 5.297 0.544 2.587
4 C 6.188 0.708 1.351
5 C 6.739 2.127 1.272
6 C 7.525 2.479 -0.004
7 C 7.045 1.809 -1.290
8 C 5.817 2.488 -1.933
9 C 4.494 1.751 -1.722
10 C 3.670 2.204 -0.509
11 C 3.556 3.724 -0.316
12 C 2.254 4.092 0.420
13 C 1.164 4.538 -0.544
14 C -0.203 4.725 0.118
15 Ga -1.071 2.953 0.679
16 C -0.884 2.538 2.655
17 C -0.016 1.443 -0.259
18 C -0.758 0.111 -0.214
19 C 0.164 -1.128 -0.266
20 F 1.470 -0.813 -0.505
21 Br 0.079 -2.176 1.381
22 C -0.247 -2.087 -1.408
23 F 0.474 -3.238 -1.396
24 F -1.548 -2.435 -1.315
25 Br 0.091 -1.252 -3.140
26 C -2.982 2.880 -0.093
27 I -3.078 2.244 -2.154
28 C -4.161 3.198 0.440
29 C -5.528 3.105 -0.193
30 I -4.180 3.973 2.410
31 H 2.983 -1.909 1.718
32 H 2.973 -0.194 1.404
33 H 4.173 -1.217 0.588
34 H 5.309 -1.624 2.789
35 H 3.993 -0.799 3.587
36 H 5.928 0.689 3.468
37 H 4.555 1.345 2.578
38 H 5.607 0.468 0.463
39 H 7.000 -0.021 1.411
40 H 5.947 2.849 1.472
41 H 7.435 2.230 2.110
42 H 7.425 3.555 -0.166
43 H 8.590 2.311 0.155
44 H 6.884 0.740 -1.168
45 H 7.857 1.902 -2.014
46 H 5.767 3.524 -1.606
47 H 6.006 2.516 -3.008
48 H 3.846 1.805 -2.596
49 H 4.720 0.688 -1.595
50 H 2.654 1.833 -0.658
51 H 4.013 1.762 0.427
52 H 3.624 4.262 -1.262
53 H 4.391 4.052 0.309
54 H 1.893 3.233 0.989
55 H 2.486 4.886 1.132
56 H 1.493 5.491 -0.978
57 H 1.130 3.827 -1.374
58 H -0.060 5.373 0.986
59 H -0.848 5.210 -0.617
60 H -1.669 1.882 3.030
61 H -0.971 3.475 3.210
62 H 0.104 2.141 2.894
63 H 0.280 1.694 -1.276
64 H 0.862 1.322 0.378
65 H -1.360 0.045 0.691
66 H -1.453 0.014 -1.045
67 H -6.303 3.235 0.558
68 H -5.629 3.847 -0.981
69 H -5.668 2.107 -0.604
70 C -7.619 -4.544 -2.739
71 O -6.316 -5.088 -2.952
72 C -5.365 -4.171 -3.153
73 O -5.529 -2.982 -3.171
74 O -4.210 -4.809 -3.322
75 C -3.082 -3.947 -3.532
76 H -8.281 -5.391 -2.590
77 H -7.633 -3.915 -1.851
78 H -7.943 -3.973 -3.608
79 H -2.916 -3.301 -2.674
80 H -3.218 -3.350 -4.432
81 H -2.222 -4.599 -3.659
82 C -8.449 -5.024 3.329
83 O -7.056 -5.213 3.085
84 C -6.766 -5.597 1.842
85 O -7.565 -5.789 0.963
86 O -5.448 -5.726 1.746
87 C -4.991 -6.136 0.454
88 H -8.537 -4.716 4.367
89 H -8.850 -4.245 2.683
90 H -8.996 -5.953 3.176
91 H -5.270 -5.406 -0.303
92 H -5.392 -7.115 0.196
93 H -3.908 -6.197 0.507

As for the charge: -1. Its energy is -9516.77352 hartree.

=====

Record 3
# C5H11N3

The molecule C5H11N3 in a non-equilibrium geometry (wB97M-V/def2-TZVPD, the OMol25 dataset).

Positions of all 19 atoms, in Å:
1 C 0.907 0.621 -1.564
2 N -0.107 1.309 -1.424
3 C -1.151 0.913 -0.767
4 C -1.087 1.028 0.811
5 C 0.307 0.398 1.262
6 C 0.123 -1.140 0.886
7 N 0.402 -1.461 -0.507
8 N 1.257 -0.688 -1.145
9 H 1.710 1.088 -2.249
10 H -1.636 0.025 -0.888
11 H -1.981 1.617 -0.946
12 H -1.374 2.009 1.070
13 H -1.775 0.173 1.206
14 H 0.226 0.276 2.395
15 H 1.500 0.498 0.929
16 H 0.847 -1.819 1.542
17 H -0.984 -1.545 1.309
18 H 0.582 -2.451 -0.873
19 H 2.234 -0.849 -1.045

The calculation puts the energy relative to the best compared isomer or geometry (same formula, charge and spin) at 114.9 kcal/mol. As for the SMILES: C1=N\CCCCNN/1.

=====

Record 4
# C5H15NO

A cluster of 2 separate species, C5H15NO in total in a non-equilibrium geometry (wB97M-V/def2-TZVPD, the OMol25 dataset).

Positions of all 22 atoms, in Å:
1 C -0.971 -1.617 0.534
2 C -0.907 -0.101 0.725
3 C 0.488 0.411 0.877
4 N 1.099 0.768 -0.443
5 C 2.216 1.737 -0.282
6 C 1.518 -0.478 -1.127
7 H -0.513 -2.235 1.327
8 H -2.008 -1.843 0.808
9 H -0.329 -1.920 -0.381
10 H -1.492 0.294 1.608
11 H -1.411 0.588 -0.105
12 H 1.192 -0.304 1.403
13 H 0.427 1.254 1.681
14 H 2.605 1.913 -1.297
15 H 3.044 1.478 0.413
16 H 1.936 2.661 0.167
17 H 1.207 -0.360 -2.228
18 H 2.547 -0.665 -1.161
19 H 1.050 -1.381 -0.684
20 O -3.947 0.193 -0.277
21 H -4.245 -0.669 -0.418
22 H -3.504 0.277 -1.139

The calculation puts the energy relative to the best compared isomer or geometry (same formula, charge and spin) at 65.6 kcal/mol. As for the SMILES: CCCN(C)C.O.